Record 1
Here is a molecular structure, C43H41N3O7PReS at a distorted geometry from the OMol25 dataset. Energies are from the ωB97M-V functional and the def2-TZVPD basis.

Positions of all 97 atoms, in Å:
Re (1.514, 0.091, 0.448)
O (-1.812, 0.436, 3.647)
C (-1.463, -0.693, 4.297)
C (-2.350, -1.153, 5.270)
C (-2.072, -2.302, 5.977)
C (-0.901, -3.024, 5.736)
C (-0.020, -2.575, 4.782)
C (-0.280, -1.408, 4.044)
C (0.654, -1.009, 2.994)
O (0.332, -0.007, 2.218)
N (1.787, -1.670, 2.860)
N (2.462, -1.196, 1.793)
C (3.699, -1.475, 1.592)
C (4.336, -0.738, 0.515)
C (5.691, -0.833, 0.244)
C (6.249, -0.011, -0.719)
C (5.434, 0.889, -1.391)
C (4.087, 0.915, -1.100)
N (3.536, 0.121, -0.173)
H (-1.129, 0.635, 2.986)
H (-3.251, -0.582, 5.449)
H (-2.772, -2.644, 6.729)
H (-0.688, -3.925, 6.294)
H (0.891, -3.118, 4.572)
H (4.240, -2.141, 2.252)
H (6.292, -1.535, 0.804)
H (7.306, -0.066, -0.937)
H (5.828, 1.557, -2.142)
H (3.415, 1.576, -1.621)
O (3.006, 1.621, 2.408)
C (2.240, 1.816, 1.497)
C (1.818, 3.197, 1.110)
C (2.339, 4.275, 1.825)
C (1.944, 5.561, 1.514)
C (1.012, 5.772, 0.503)
C (0.487, 4.704, -0.204)
C (0.903, 3.402, 0.077)
P (0.233, 1.910, -0.735)
C (0.727, 2.044, -2.535)
C (0.100, 3.174, -3.297)
C (-0.534, 3.169, -4.474)
C (-0.929, 2.079, -5.367)
C (-0.935, 0.772, -5.109)
C (-0.519, 0.134, -3.815)
C (-1.552, 2.042, -0.444)
C (-2.150, 1.188, 0.480)
C (-3.494, 1.332, 0.795)
C (-4.250, 2.316, 0.181)
C (-3.662, 3.160, -0.753)
C (-2.320, 3.031, -1.063)
H (3.040, 4.076, 2.624)
H (2.343, 6.401, 2.067)
H (0.681, 6.777, 0.275)
H (-0.270, 4.893, -0.950)
H (0.280, 4.149, -2.861)
H (-0.805, 4.152, -4.843)
H (-1.293, 2.403, -6.335)
H (-1.306, 0.106, -5.880)
H (-0.315, -0.915, -4.025)
H (-1.584, 0.392, 0.937)
H (-3.939, 0.668, 1.524)
H (-5.299, 2.427, 0.423)
H (-4.252, 3.923, -1.244)
H (-1.890, 3.681, -1.812)
C (-5.107, -4.597, 1.941)
C (-3.832, -4.121, 1.302)
C (-2.665, -3.986, 2.051)
C (-1.494, -3.535, 1.467)
C (-1.494, -3.209, 0.118)
C (-2.638, -3.341, -0.653)
C (-3.799, -3.800, -0.054)
S (-0.030, -2.553, -0.589)
O (1.125, -3.162, 0.024)
O (-0.134, -2.598, -2.021)
O (-0.107, -1.086, -0.105)
H (-4.917, -5.064, 2.906)
H (-5.619, -5.318, 1.305)
H (-5.790, -3.761, 2.103)
H (-2.668, -4.246, 3.103)
H (-0.584, -3.454, 2.047)
H (-2.608, -3.095, -1.706)
H (-4.696, -3.918, -0.650)
C (-1.682, 0.171, -2.824)
C (0.807, 0.720, -3.302)
O (1.543, -0.190, -2.484)
C (2.033, -1.334, -3.204)
C (2.954, -2.161, -2.340)
H (-2.082, 1.180, -2.728)
H (-1.380, -0.203, -1.846)
H (-2.489, -0.468, -3.183)
H (1.769, 2.356, -2.381)
H (1.418, 0.944, -4.188)
H (2.551, -0.977, -4.103)
H (1.195, -1.959, -3.508)
H (3.892, -1.650, -2.122)
H (3.198, -3.079, -2.876)
H (2.461, -2.453, -1.411)

net charge = +1
energy relative to the best compared isomer or geometry (same formula, charge and spin) = 115.7 kJ/mol
gap between HOMO and LUMO (alpha / beta) = 7.00 / 6.00 eV
spin multiplicity = 4

Record 2
Here is 2 unconnected molecules or ions with the total composition C5H13BN2 at a distorted geometry from the OMol25 dataset. Energies are from the ωB97M-V functional and the def2-TZVPD basis.

Positions of all 21 atoms, in Å:
B (-0.819, 0.271, 1.235)
C (-1.736, -1.144, -0.855)
C (-2.870, -0.984, 0.086)
C (1.096, 1.509, -0.942)
C (1.960, -0.651, 0.025)
C (1.526, 0.783, 0.332)
N (-1.613, -0.364, 0.336)
N (0.451, 0.799, 1.323)
H (-1.658, 0.595, 3.277)
H (-1.210, -2.093, -0.892)
H (-1.748, -0.606, -1.799)
H (-3.693, -0.332, -0.187)
H (-3.154, -1.815, 0.721)
H (1.919, 1.542, -1.654)
H (0.257, 0.992, -1.397)
H (0.790, 2.526, -0.709)
H (1.154, -1.183, -0.475)
H (2.201, -1.176, 0.947)
H (2.836, -0.651, -0.619)
H (2.377, 1.318, 0.770)
H (0.717, 1.196, 2.208)

gap between HOMO and LUMO (alpha / beta) = 6.08 / 8.26 eV
spin multiplicity = 3

Record 3
Here is 3 unconnected molecules or ions with the total composition C2H10NO2S at a distorted geometry from the OMol25 dataset. Energies are from the ωB97M-V functional and the def2-TZVPD basis.

Positions of all 16 atoms, in Å:
C (0.108, 0.526, 0.360)
C (0.274, 0.542, -1.202)
S (-1.071, -0.165, -2.206)
N (-0.928, -0.406, 0.817)
H (-0.249, 1.531, 0.610)
H (1.055, 0.316, 0.850)
H (1.166, -0.045, -1.444)
H (0.442, 1.571, -1.527)
H (-0.685, -1.291, 0.362)
H (-1.831, -0.230, 0.400)
H (-1.692, -0.511, 2.641)
H (-1.584, 0.414, 3.803)
O (-1.922, -0.466, 3.617)
H (3.298, -0.205, 0.411)
H (3.732, 0.732, -0.722)
O (4.096, 0.140, -0.037)

net charge = -2
energy relative to the best compared isomer or geometry (same formula, charge and spin) = 55.1 kJ/mol
gap between HOMO and LUMO (alpha / beta) = 2.37 / 5.98 eV
spin multiplicity = 2

Record 4
Here is 2 unconnected molecules or ions with the total composition C6H6N at a distorted geometry from the OMol25 dataset. Energies are from the ωB97M-V functional and the def2-TZVPD basis.

Positions of all 13 atoms, in Å:
C (0.040, 1.276, 2.398)
C (-0.065, 1.570, 1.113)
C (0.037, -1.614, -3.195)
C (-0.077, 0.989, 3.634)
C (-0.009, 1.679, -0.134)
C (0.016, -0.433, -1.061)
N (0.168, -1.124, -2.036)
H (-0.718, -1.422, -3.903)
H (0.826, -2.345, -3.468)
H (0.359, 1.513, 4.415)
H (-0.581, -0.031, 3.915)
H (0.205, 2.320, -0.941)
H (-0.453, -0.755, -0.256)

net charge = +1
energy relative to the best compared isomer or geometry (same formula, charge and spin) = 505.4 kJ/mol
gap between HOMO and LUMO (alpha / beta) = 6.88 / 6.88 eV
spin multiplicity = 1

Record 5
Here is a single C6H10 molecule from the OMol25 dataset. Energies are from the ωB97M-V functional and the def2-TZVPD basis.

Positions of all 16 atoms, in Å:
C (2.701, 0.261, 0.167)
C (1.845, -0.972, -0.138)
C (0.438, -0.806, 0.248)
C (-0.735, -0.602, 0.444)
C (-2.162, -0.244, 0.451)
C (-2.392, 0.969, -0.459)
H (2.199, 1.173, -0.168)
H (2.904, 0.362, 1.237)
H (3.661, 0.192, -0.353)
H (1.870, -1.157, -1.222)
H (2.282, -1.867, 0.320)
H (-2.535, -0.031, 1.461)
H (-2.749, -1.096, 0.087)
H (-2.065, 0.734, -1.476)
H (-3.448, 1.257, -0.492)
H (-1.812, 1.828, -0.108)

energy relative to the best compared isomer or geometry (same formula, charge and spin) = 126.0 kJ/mol
gap between HOMO and LUMO = 10.44 eV
spin multiplicity = 1

Record 6
Here is 3 unconnected molecules or ions with the total composition C3H12O3 at a distorted geometry from the OMol25 dataset. Energies are from the ωB97M-V functional and the def2-TZVPD basis.

Positions of all 18 atoms, in Å:
C (-1.725, -0.543, -1.477)
C (-0.878, 0.701, -1.275)
C (0.319, 0.373, -0.428)
O (1.179, 1.494, -0.124)
H (-2.346, -0.756, -0.626)
H (-2.424, -0.387, -2.298)
H (-1.127, -1.424, -1.700)
H (-1.488, 1.494, -0.852)
H (-0.504, 1.087, -2.225)
H (0.950, -0.360, -0.934)
H (0.040, -0.044, 0.548)
H (1.731, 1.212, 0.618)
O (2.906, -2.321, -0.048)
H (1.947, -2.270, -0.098)
H (3.162, -3.151, -0.457)
O (-0.420, 1.745, 3.463)
H (-0.340, 0.876, 3.874)
H (-0.980, 2.274, 4.040)

energy relative to the best compared isomer or geometry (same formula, charge and spin) = 39.9 kJ/mol
gap between HOMO and LUMO = 10.62 eV
spin multiplicity = 1

Record 7
Here is a molecular structure, C32H73AlN6O12 at a distorted geometry from the OMol25 dataset. Energies are from the ωB97M-V functional and the def2-TZVPD basis.

Positions of all 124 atoms, in Å:
Al (23.990, -10.846, -12.714)
C (27.604, -10.560, -16.154)
C (26.622, -10.672, -14.928)
O (25.993, -11.756, -14.790)
O (26.436, -9.816, -14.093)
H (28.509, -11.158, -16.053)
H (28.067, -9.578, -16.252)
H (27.133, -10.770, -17.114)
C (24.436, -16.377, -16.305)
C (24.924, -15.423, -17.446)
C (24.094, -15.747, -18.707)
O (24.325, -17.163, -19.243)
C (25.683, -17.671, -19.387)
N (24.661, -14.078, -17.065)
H (24.654, -15.953, -15.325)
H (24.816, -17.391, -16.429)
H (23.347, -16.345, -16.306)
H (26.014, -15.449, -17.472)
H (24.305, -15.023, -19.494)
H (23.043, -15.547, -18.498)
H (26.289, -17.699, -18.482)
H (26.161, -17.029, -20.127)
H (25.891, -18.667, -19.779)
H (23.827, -13.904, -16.523)
H (25.378, -13.583, -16.555)
C (27.408, -8.126, -9.508)
C (26.871, -9.076, -10.594)
C (27.094, -10.552, -10.115)
O (26.765, -11.408, -11.150)
C (27.854, -12.043, -11.822)
N (25.526, -8.814, -10.918)
H (27.732, -7.224, -10.028)
H (28.312, -8.489, -9.020)
H (26.671, -7.914, -8.734)
H (27.356, -8.930, -11.560)
H (26.473, -10.870, -9.278)
H (28.118, -10.767, -9.809)
H (28.259, -12.718, -11.067)
H (28.382, -11.119, -12.057)
H (27.632, -12.536, -12.769)
H (25.170, -8.682, -9.982)
H (25.315, -7.886, -11.256)
C (28.697, -18.926, -17.173)
C (29.482, -17.723, -16.709)
C (28.661, -16.594, -16.108)
O (29.473, -15.544, -15.707)
C (28.765, -14.363, -15.513)
N (30.336, -18.254, -15.639)
H (28.184, -18.845, -18.132)
H (27.984, -19.243, -16.412)
H (29.405, -19.720, -17.407)
H (30.033, -17.401, -17.592)
H (28.132, -16.950, -15.225)
H (27.952, -16.357, -16.901)
H (29.500, -13.576, -15.341)
H (28.144, -14.286, -14.620)
H (28.147, -13.965, -16.318)
H (29.755, -18.710, -14.951)
H (30.663, -17.460, -15.107)
C (23.973, -6.101, -15.090)
C (23.383, -7.459, -14.766)
C (23.573, -8.402, -15.881)
O (22.981, -9.659, -15.662)
C (23.236, -10.527, -16.745)
N (24.206, -7.783, -13.620)
H (24.981, -6.260, -15.475)
H (24.048, -5.403, -14.257)
H (23.406, -5.668, -15.914)
H (22.336, -7.379, -14.475)
H (24.654, -8.431, -16.018)
H (23.261, -8.102, -16.882)
H (24.314, -10.621, -16.877)
H (22.982, -10.169, -17.743)
H (22.774, -11.506, -16.619)
H (23.903, -6.971, -13.101)
H (25.187, -7.548, -13.659)
C (24.075, -13.730, -8.331)
C (24.373, -13.070, -9.714)
C (24.494, -14.191, -10.733)
O (25.009, -13.544, -11.904)
C (25.480, -14.495, -12.906)
N (23.340, -12.099, -10.001)
H (24.051, -12.938, -7.582)
H (24.844, -14.428, -8.002)
H (23.222, -14.404, -8.245)
H (25.310, -12.521, -9.618)
H (23.506, -14.625, -10.888)
H (25.262, -14.906, -10.438)
H (24.628, -15.030, -13.326)
H (26.063, -15.298, -12.454)
H (26.013, -14.121, -13.780)
H (22.424, -12.481, -10.188)
H (23.176, -11.509, -9.197)
C (29.579, -7.774, -13.226)
C (30.272, -8.660, -14.189)
C (30.656, -7.989, -15.480)
O (31.611, -6.946, -15.192)
C (32.248, -6.557, -16.384)
N (31.409, -9.202, -13.499)
H (29.309, -8.296, -12.308)
H (28.593, -7.657, -13.676)
H (30.081, -6.820, -13.065)
H (29.582, -9.497, -14.297)
H (29.789, -7.458, -15.874)
H (31.092, -8.721, -16.160)
H (32.954, -5.762, -16.143)
H (31.643, -6.143, -17.191)
H (32.758, -7.461, -16.715)
H (31.935, -9.910, -13.992)
H (32.042, -8.415, -13.527)
C (23.960, -10.351, -21.254)
C (24.719, -9.230, -21.291)
C (26.106, -9.092, -20.694)
O (26.938, -8.213, -20.884)
C (26.390, -10.235, -19.863)
C (25.605, -11.314, -19.786)
C (24.360, -11.564, -20.504)
O (23.576, -12.478, -20.325)
O (25.933, -12.234, -18.866)
O (24.322, -8.195, -22.068)
H (23.055, -10.369, -21.843)
H (27.310, -10.313, -19.304)
H (25.301, -12.953, -18.943)
H (24.914, -7.440, -22.114)

net charge = +1
gap between HOMO and LUMO (alpha / beta) = 7.37 / 4.34 eV
spin multiplicity = 2

Record 8
Here is 2 unconnected molecules or ions with the total composition C27H55Br3NO10P2S2 at a distorted geometry from the OMol25 dataset. Energies are from the ωB97M-V functional and the def2-TZVPD basis.

Positions of all 100 atoms, in Å:
C (3.528, 0.119, 3.981)
C (2.943, -0.090, 2.576)
O (1.594, 0.327, 2.466)
C (1.469, 1.730, 2.418)
C (0.106, 2.278, 2.031)
N (-0.743, 1.518, 1.010)
C (-1.471, 0.557, 1.944)
C (-2.326, -0.672, 1.625)
C (-1.768, -1.915, 2.378)
C (-2.058, -1.816, 3.910)
C (-0.905, -2.560, 4.630)
C (-0.937, -2.412, 6.140)
O (-2.258, -2.576, 6.684)
C (-2.145, -2.522, 8.065)
C (-2.188, -1.118, 8.660)
O (-2.001, -3.462, 8.710)
C (-1.784, 2.583, 0.701)
Br (-3.531, 1.936, 0.125)
C (-1.357, 3.633, -0.350)
P (-1.687, 5.326, 0.333)
O (-1.811, 6.266, -0.981)
O (-3.145, 5.257, 0.996)
S (-0.281, 6.032, 1.428)
C (0.102, 3.594, -0.857)
C (0.526, 2.119, -1.234)
C (2.123, 2.225, -1.242)
Br (2.733, 3.900, -2.123)
C (2.971, 1.133, -1.903)
C (4.490, 1.556, -1.760)
Br (2.939, -0.661, -1.127)
P (-0.149, 1.927, -2.948)
O (0.656, 0.803, -3.790)
O (0.105, 3.247, -3.851)
S (-2.040, 1.524, -3.115)
C (0.049, 1.050, -0.162)
C (-0.332, -0.278, -0.856)
O (0.083, -1.399, -0.079)
C (-0.108, -2.567, -0.887)
C (-0.711, -3.744, -0.113)
H (4.514, -0.337, 4.058)
H (2.851, -0.309, 4.726)
H (3.584, 1.186, 4.216)
H (2.995, -1.157, 2.356)
H (3.592, 0.407, 1.839)
H (1.720, 2.132, 3.411)
H (2.268, 2.133, 1.771)
H (-0.450, 2.412, 2.958)
H (0.261, 3.323, 1.739)
H (-2.161, 1.188, 2.509)
H (-0.795, 0.239, 2.739)
H (-3.340, -0.595, 2.028)
H (-2.489, -0.982, 0.593)
H (-0.686, -1.992, 2.283)
H (-2.295, -2.787, 1.996)
H (-3.018, -2.257, 4.174)
H (-1.959, -0.773, 4.239)
H (0.024, -2.083, 4.288)
H (-0.836, -3.603, 4.308)
H (-0.312, -3.216, 6.560)
H (-0.474, -1.481, 6.497)
H (-1.151, -0.852, 8.886)
H (-2.524, -0.412, 7.897)
H (-2.805, -1.077, 9.552)
H (-1.975, 3.140, 1.613)
H (-1.989, 3.615, -1.241)
H (-2.548, 5.976, -1.548)
H (-3.388, 6.135, 1.340)
H (0.106, 4.271, -1.709)
H (0.788, 4.020, -0.122)
H (2.433, 2.342, -0.202)
H (2.870, 1.040, -2.979)
H (4.667, 2.166, -0.873)
H (5.108, 0.666, -1.637)
H (4.854, 2.017, -2.675)
H (0.145, 0.595, -4.593)
H (-0.763, 3.513, -4.199)
H (1.019, 0.714, 0.232)
H (-1.380, -0.341, -1.166)
H (0.272, -0.404, -1.763)
H (-0.782, -2.361, -1.728)
H (0.838, -2.889, -1.345)
H (-1.791, -3.580, -0.044)
H (-0.343, -3.707, 0.912)
H (-0.555, -4.705, -0.598)
C (0.998, -3.080, -8.982)
O (0.464, -3.960, -8.005)
C (1.125, -3.869, -6.753)
C (0.336, -3.034, -5.765)
O (0.259, -1.671, -6.169)
C (-0.981, -1.358, -6.793)
H (0.283, -3.017, -9.802)
H (1.160, -2.076, -8.583)
H (1.942, -3.476, -9.368)
H (2.138, -3.472, -6.876)
H (1.209, -4.887, -6.361)
H (0.855, -3.052, -4.800)
H (-0.664, -3.451, -5.616)
H (-1.757, -1.249, -6.028)
H (-1.285, -2.115, -7.517)
H (-0.864, -0.407, -7.313)

net charge = +1
gap between HOMO and LUMO = 8.90 eV
spin multiplicity = 1